No. 1
{
  "formula": "C35H58BBrN8O3PdSi",
  "method": "ωB97M-V/def2-TZVPD",
  "symbols": ["Pd", "C", "C", "C", "C", "C", "N", "N", "B", "N", "N", "C", "C", "C", "C", "C", "N", "N", "C", "C", "C", "C", "C", "H", "H", "H", "H", "H", "H", "H", "H", "H", "H", "H", "H", "H", "H", "H", "H", "H", "H", "H", "H", "H", "H", "O", "N", "O", "O", "C", "C", "C", "C", "C", "C", "C", "C", "N", "H", "H", "H", "H", "H", "H", "H", "H", "H", "C", "C", "C", "C", "Si", "Br", "C", "C", "C", "C", "C", "C", "C", "C", "H", "H", "H", "H", "H", "H", "H", "H", "H", "H", "H", "H", "H", "H", "H", "H", "H", "H", "H", "H", "H", "H", "H", "H", "H", "H", "H"],
  "positions_angstrom": [[0.090431, 0.016374, -0.282185], [-0.745726, -3.569402, 0.157447], [-0.840933, -2.686410, 1.357576], [-1.175121, -3.053167, 2.671549], [-1.029264, -1.906673, 3.428476], [-1.234210, -1.716155, 4.897945], [-0.644399, -0.920394, 2.596140], [-0.539977, -1.396182, 1.330352], [-0.236139, 0.528968, 2.934995], [1.235289, 0.753098, 2.505005], [1.618869, 0.564184, 1.221648], [2.928379, 0.762056, 1.145922], [3.691241, 0.606139, -0.130208], [3.407830, 1.104457, 2.422043], [2.305063, 1.083257, 3.254340], [2.227796, 1.354391, 4.722471], [-1.153448, 1.520283, 2.175377], [-1.165250, 1.566662, 0.822146], [-2.022940, 2.519019, 0.462751], [-2.305033, 2.864424, -0.965322], [-2.568794, 3.108380, 1.612628], [-1.993370, 2.444138, 2.678219], [-2.206518, 2.654124, 4.143524], [-1.275789, -4.504294, 0.341760], [-1.166350, -3.090216, -0.725078], [0.298706, -3.800407, -0.059011], [-1.469977, -4.030811, 3.021523], [-1.588702, -2.649295, 5.332938], [-0.306054, -1.434179, 5.399107], [-1.970760, -0.937351, 5.103977], [-0.338781, 0.713820, 4.113650], [3.016847, 0.414776, -0.959651], [4.277636, 1.502828, -0.344275], [4.376603, -0.239218, -0.060306], [4.427294, 1.326947, 2.700266], [3.216556, 1.624274, 5.089148], [1.541081, 2.173658, 4.943211], [1.883264, 0.477073, 5.273040], [-1.572395, 2.409165, -1.626083], [-3.292595, 2.506919, -1.264344], [-2.282916, 3.947180, -1.106958], [-3.293419, 3.908433, 1.658854], [-2.949960, 3.435583, 4.289990], [-2.560294, 1.743791, 4.629583], [-1.284035, 2.956398, 4.641964], [0.721227, -1.557425, -2.695038], [1.514181, -2.110764, -1.901765], [2.138975, -3.121743, -2.198592], [1.550353, -1.695808, -0.677653], [0.775819, 0.943598, -4.440839], [1.208547, 2.254352, -3.851802], [1.664091, 3.301787, -4.618929], [2.069071, 4.505324, -4.038417], [2.010080, 4.681031, -2.652763], [1.559928, 3.682383, -1.823662], [1.460618, 3.850486, -0.335202], [1.158018, 2.431066, -2.422592], [0.731613, 1.461744, -1.662046], [0.582210, 1.043785, -5.508449], [-0.115561, 0.562147, -3.938972], [1.540876, 0.177127, -4.292366], [1.704349, 3.179921, -5.695401], [2.423252, 5.312721, -4.667113], [2.319988, 5.623540, -2.215084], [1.797818, 4.842107, -0.036727], [2.059744, 3.101757, 0.187373], [0.431066, 3.710525, 0.003837], [-4.961280, -0.263833, -5.394548], [-3.686553, -0.201835, -4.532579], [-3.466977, 1.253195, -4.081731], [-2.479322, -0.577875, -5.408066], [-3.849445, -1.392846, -3.043722], [-2.299767, -0.604514, -1.507478], [-5.478305, -1.202803, -2.054011], [-5.367127, -1.763221, -0.623960], [-6.617719, -1.940853, -2.782206], [-5.857051, 0.280994, -1.914511], [-3.353207, -3.188953, -3.432353], [-3.685727, -4.121364, -2.256778], [-1.841339, -3.304525, -3.703475], [-4.128539, -3.685036, -4.667634], [-4.814595, 0.351533, -6.290241], [-5.835332, 0.127093, -4.869366], [-5.190990, -1.280617, -5.727582], [-3.429671, 1.893332, -4.972935], [-2.521337, 1.368111, -3.546745], [-4.264748, 1.625471, -3.438124], [-2.329803, 0.212369, -6.154547], [-2.630466, -1.512379, -5.949767], [-1.558272, -0.662741, -4.824010], [-5.095311, -2.816769, -0.595418], [-6.345655, -1.660001, -0.137239], [-4.638384, -1.209655, -0.028526], [-6.458858, -3.022220, -2.798721], [-6.748180, -1.602111, -3.813473], [-7.559252, -1.756199, -2.251765], [-5.056459, 0.856108, -1.439575], [-6.745635, 0.358908, -1.275846], [-6.101750, 0.744021, -2.872815], [-3.209706, -3.798872, -1.326631], [-3.307939, -5.123306, -2.491543], [-4.760886, -4.208868, -2.087606], [-1.231458, -2.864542, -2.911597], [-1.548342, -2.829656, -4.638977], [-1.577418, -4.366456, -3.778515], [-5.212875, -3.625458, -4.532473], [-3.874834, -4.737002, -4.842502], [-3.869580, -3.133321, -5.572924]],
  "forces_ev_per_a": [[0.602, -0.432, 1.271], [0.036, 0.011, 0.061], [-0.026, -0.139, 0.069], [0.019, -0.046, 0.001], [-0.015, -0.076, -0.036], [0.025, 0.021, -0.083], [-0.016, 0.145, 0.073], [-0.007, 0.146, -0.104], [-0.001, -0.040, -0.129], [-0.151, 0.051, 0.025], [0.071, 0.045, -0.146], [0.019, -0.004, 0.082], [-0.018, 0.054, 0.088], [0.083, 0.001, -0.041], [0.048, -0.001, -0.013], [-0.032, -0.018, -0.065], [0.138, -0.041, 0.076], [-0.189, 0.015, -0.246], [0.039, 0.034, 0.036], [-0.001, 0.005, 0.134], [-0.097, 0.055, -0.056], [-0.010, 0.016, 0.014], [0.040, -0.036, -0.073], [-0.013, 0.027, -0.032], [0.027, 0.003, 0.029], [-0.018, 0.001, 0.012], [0.028, 0.072, -0.028], [0.006, 0.020, 0.003], [-0.033, -0.013, -0.024], [0.022, -0.030, -0.012], [-0.003, -0.010, -0.087], [-0.020, -0.012, -0.022], [-0.013, -0.022, 0.017], [-0.008, 0.008, -0.003], [-0.092, -0.025, -0.021], [-0.012, -0.002, 0.009], [0.028, -0.027, -0.011], [0.016, 0.028, -0.024], [0.006, -0.005, -0.017], [0.032, 0.012, 0.013], [0.005, -0.035, 0.005], [0.081, -0.075, -0.002], [0.003, -0.005, 0.007], [0.001, 0.026, -0.014], [-0.025, -0.005, -0.012], [0.712, 0.143, 0.328], [-1.056, -0.957, 0.320], [0.164, 0.611, 0.002], [0.003, 0.479, -0.852], [0.078, 0.118, 0.079], [-0.067, -0.196, 0.029], [0.031, 0.117, -0.018], [-0.047, -0.100, 0.042], [0.039, 0.074, -0.098], [-0.070, -0.141, 0.147], [0.006, -0.032, -0.103], [0.019, 0.147, -0.092], [0.157, 0.138, -0.200], [-0.005, 0.014, 0.014], [0.078, 0.062, -0.032], [-0.048, 0.037, 0.003], [0.001, 0.023, 0.031], [-0.005, -0.030, 0.022], [-0.016, -0.032, -0.030], [-0.002, -0.007, -0.013], [-0.006, 0.003, 0.001], [0.018, -0.002, 0.006], [0.045, 0.008, -0.065], [-0.012, 0.042, 0.023], [-0.016, 0.031, -0.073], [-0.003, 0.071, -0.004], [0.236, 0.148, 0.240], [-0.581, -0.176, -0.322], [-0.002, 0.003, -0.016], [-0.068, 0.034, 0.019], [-0.011, 0.001, 0.022], [-0.080, -0.035, 0.002], [0.038, -0.012, -0.029], [0.035, -0.025, -0.007], [-0.034, -0.084, 0.002], [-0.013, -0.060, 0.019], [-0.019, -0.036, 0.037], [0.063, -0.015, -0.052], [0.011, 0.098, 0.012], [-0.009, -0.048, 0.067], [-0.069, -0.019, -0.065], [0.089, -0.002, -0.062], [-0.010, -0.049, 0.033], [0.021, 0.048, 0.033], [-0.132, -0.007, -0.086], [-0.035, 0.078, 0.023], [0.074, -0.002, -0.034], [-0.048, -0.034, -0.040], [-0.028, 0.089, 0.018], [-0.012, -0.037, 0.086], [0.040, -0.016, -0.029], [-0.070, -0.040, -0.016], [0.057, 0.001, -0.043], [0.009, -0.022, 0.092], [-0.056, -0.031, -0.086], [-0.018, 0.048, 0.022], [0.067, -0.012, -0.008], [-0.071, -0.073, -0.127], [0.009, -0.069, 0.091], [-0.023, 0.064, -0.003], [0.090, -0.031, -0.029], [-0.020, 0.047, -0.008], [-0.003, -0.042, 0.050]],
  "mulliken_charge": [-0.19, -1.31, 0.28, -1.87, 1.08, -1.32, 0.26, 1.72, -1.73, 0.39, 2.02, -0.24, -1.03, -1.70, 0.99, -1.37, -0.02, 3.12, -0.36, -0.70, -1.84, 0.97, -1.36, 0.41, -0.18, 0.28, 0.47, 0.38, 0.22, 0.21, -0.06, -0.01, 0.31, 0.36, 0.50, 0.37, 0.23, 0.23, -0.28, 0.19, 0.44, 0.50, 0.37, 0.22, 0.22, -0.34, 0.72, -0.70, -0.40, -0.86, 0.59, -0.85, -0.79, -0.88, 0.67, -0.76, 0.57, -0.33, 0.49, -0.33, 0.33, 0.47, 0.40, 0.48, 0.50, -0.03, -0.02, -1.89, 2.97, -1.29, -1.85, -2.82, 0.32, 2.78, -1.76, -1.75, -1.92, 3.03, -2.14, -1.89, -1.75, 0.53, 0.33, 0.33, 0.59, -0.11, 0.26, 0.65, 0.28, 0.05, 0.32, 0.57, 0.25, 0.30, 0.31, 0.54, 0.18, 0.62, 0.30, 0.27, 0.65, 0.39, 0.25, 0.28, 0.57, 0.31, 0.53, 0.33],
  "homo_lumo_gap_ev": [8.95, 7.08],
  "total_energy_ev": -137376.0257,
  "largest_force_ev_per_a": 1.5,
  "multiplicity": 5,
  "e_lumo_ev": [0.57, -1.49],
  "e_homo_ev": [-8.38, -8.58],
  "relative_energy_ev": 0.0000
}

=====

No. 2
{
  "formula": "C30H41BrCl2IMgN8O5P2",
  "method": "ωB97M-V/def2-TZVPD",
  "symbols": ["Mg", "C", "N", "C", "P", "O", "O", "P", "O", "N", "C", "C", "N", "C", "C", "N", "C", "C", "H", "H", "H", "H", "H", "H", "H", "H", "H", "H", "H", "H", "H", "H", "H", "H", "H", "H", "H", "H", "H", "H", "H", "H", "I", "C", "C", "N", "N", "C", "H", "H", "H", "Br", "C", "C", "C", "C", "N", "C", "H", "H", "H", "H", "Cl", "C", "C", "C", "C", "C", "Cl", "C", "N", "C", "C", "C", "C", "C", "C", "C", "C", "O", "O", "H", "H", "H", "H", "H", "H", "H", "H", "H", "H"],
  "positions_angstrom": [[0.031542, -0.471723, -1.270688], [-0.179161, 1.517350, 3.401784], [0.399580, 0.226120, 3.020438], [1.810818, 0.068545, 3.364121], [-0.443874, -0.637729, 1.946577], [-0.718376, -0.117053, 0.579542], [0.415778, -2.002961, 1.887332], [0.654182, -2.995586, 0.640614], [0.494076, -2.334691, -0.684023], [2.134439, -3.640093, 0.792379], [3.300685, -2.994867, 0.180947], [2.446694, -4.462789, 1.957208], [-0.520205, -4.117408, 0.884035], [-0.649834, -5.152068, -0.144449], [-1.064720, -4.505609, 2.180189], [-1.892873, -1.027057, 2.622209], [-3.152328, -0.481376, 2.121535], [-1.931791, -1.411852, 4.029194], [-0.029482, 1.677807, 4.470583], [-1.251153, 1.530460, 3.196793], [0.287864, 2.333748, 2.849369], [1.906724, 0.113704, 4.451285], [2.406365, 0.858548, 2.911088], [2.186630, -0.883429, 3.006502], [2.996619, -2.447065, -0.705209], [4.011103, -3.771848, -0.102899], [3.776156, -2.296385, 0.871341], [1.556925, -4.976274, 2.316176], [2.859537, -3.863263, 2.773691], [3.181384, -5.216697, 1.674923], [-0.231724, -4.801046, -1.085720], [-1.705497, -5.380440, -0.300557], [-0.134190, -6.069643, 0.152065], [-0.849337, -3.750595, 2.929536], [-0.652065, -5.463178, 2.511258], [-2.148445, -4.617012, 2.104259], [-3.017118, -0.084421, 1.119371], [-3.508002, 0.324415, 2.771060], [-3.917877, -1.260842, 2.104085], [-0.980635, -1.843361, 4.336926], [-2.715623, -2.155385, 4.182362], [-2.138327, -0.550267, 4.671424], [-5.591830, -1.803327, -3.998597], [-4.008380, -1.671643, -2.694048], [-3.859123, -2.316316, -1.486114], [-2.672579, -1.930313, -0.988865], [-2.038092, -1.073672, -1.799743], [-2.842176, -0.907857, -2.841542], [-4.501331, -3.006018, -0.965471], [-2.241490, -2.197984, -0.116403], [-2.559513, -0.253767, -3.650728], [-0.019275, -4.083255, -5.863882], [0.440970, -2.375921, -5.219953], [1.023216, -1.428757, -6.046815], [1.338487, -0.194468, -5.504071], [1.061137, 0.048375, -4.169901], [0.486036, -0.866023, -3.382763], [0.185936, -2.058675, -3.899419], [1.224778, -1.654633, -7.084917], [1.797989, 0.574970, -6.107927], [1.310296, 0.987999, -3.694575], [-0.273920, -2.778864, -3.234409], [1.319841, 6.592731, -1.218129], [-0.152266, 5.811943, -1.684072], [-1.137629, 6.576185, -2.284341], [-2.290725, 5.975237, -2.760785], [-2.449565, 4.605686, -2.638406], [-1.467932, 3.864178, -2.006730], [-1.734016, 2.139555, -1.860376], [-0.297885, 4.430152, -1.490584], [0.686370, 3.652769, -0.893148], [1.161770, 3.857620, 0.410236], [0.527618, 4.728704, 1.294906], [1.049418, 4.959964, 2.557531], [2.201538, 4.306627, 2.967493], [2.812900, 3.413595, 2.099187], [2.314762, 3.171558, 0.824470], [3.032682, 2.218712, -0.103644], [2.242706, 0.929526, -0.292988], [2.396492, -0.028684, 0.464823], [1.389072, 0.937224, -1.263383], [-0.976892, 7.639042, -2.397533], [-3.056224, 6.569904, -3.238883], [-3.332827, 4.109327, -3.014918], [0.769706, 2.698170, -1.229749], [-0.371035, 5.244690, 0.981282], [0.552353, 5.658274, 3.218513], [2.624801, 4.494521, 3.945027], [3.720943, 2.905250, 2.403321], [4.003408, 1.967536, 0.319126], [3.175014, 2.693468, -1.076756]],
  "forces_ev_per_a": [[-0.004, -0.064, 0.059], [-0.008, -0.008, -0.009], [0.027, -0.043, 0.021], [0.003, 0.010, 0.018], [-0.062, -0.008, 0.037], [0.016, 0.027, -0.071], [0.014, 0.020, -0.009], [-0.022, 0.043, -0.036], [-0.007, -0.032, -0.027], [-0.007, -0.039, 0.047], [0.015, -0.015, -0.044], [0.004, 0.007, -0.006], [-0.007, -0.018, -0.003], [0.008, 0.007, 0.001], [-0.007, 0.012, 0.024], [0.044, 0.065, 0.035], [0.002, 0.007, -0.006], [-0.001, -0.020, -0.009], [-0.005, 0.000, 0.002], [-0.001, 0.003, 0.004], [-0.005, 0.004, -0.004], [0.001, 0.003, 0.001], [-0.006, -0.006, 0.000], [-0.007, -0.001, -0.003], [-0.002, 0.018, 0.019], [-0.003, -0.006, 0.011], [-0.003, 0.005, -0.004], [-0.002, -0.004, 0.006], [-0.001, 0.003, -0.003], [0.001, 0.000, -0.005], [-0.001, -0.003, -0.003], [-0.002, -0.005, 0.013], [0.001, -0.001, -0.010], [-0.001, -0.007, -0.004], [0.002, 0.001, 0.001], [0.000, -0.002, -0.014], [-0.008, -0.003, 0.005], [-0.002, 0.001, -0.004], [0.007, -0.006, 0.003], [0.000, 0.001, -0.005], [-0.004, 0.002, 0.007], [-0.009, -0.004, 0.003], [0.003, 0.000, 0.006], [0.004, 0.005, -0.006], [-0.001, 0.002, -0.012], [-0.024, -0.011, 0.031], [0.066, 0.041, -0.017], [0.014, -0.031, 0.005], [-0.008, 0.007, 0.002], [0.047, -0.037, -0.023], [-0.010, -0.006, -0.003], [0.004, 0.002, -0.002], [-0.002, 0.018, -0.016], [-0.009, -0.011, 0.024], [0.014, 0.021, -0.020], [-0.001, -0.020, 0.059], [0.009, 0.021, -0.025], [-0.028, -0.022, 0.021], [0.004, 0.001, 0.000], [0.001, -0.003, -0.001], [-0.008, 0.007, -0.017], [0.004, 0.003, 0.004], [-0.005, -0.019, 0.008], [0.019, 0.012, 0.004], [-0.003, 0.012, -0.006], [0.010, -0.017, 0.009], [-0.006, 0.003, -0.007], [-0.023, -0.013, -0.025], [-0.004, 0.043, 0.053], [-0.034, 0.016, -0.016], [0.040, 0.014, 0.005], [-0.041, -0.014, -0.005], [-0.003, 0.009, -0.013], [0.009, -0.004, 0.003], [-0.010, 0.009, 0.001], [0.005, -0.004, -0.010], [0.017, -0.003, 0.026], [0.011, -0.004, -0.014], [-0.019, -0.020, 0.015], [-0.010, -0.007, -0.021], [-0.005, 0.071, -0.055], [-0.001, 0.000, -0.001], [0.001, 0.002, -0.003], [0.002, -0.003, 0.001], [0.010, -0.010, 0.005], [0.000, 0.000, -0.001], [0.000, 0.001, -0.001], [0.000, -0.001, 0.001], [0.003, 0.002, -0.001], [0.001, -0.001, 0.003], [0.002, -0.008, -0.003]],
  "mulliken_charge": [2.48, -0.46, 0.51, -0.40, 0.04, -0.21, -0.66, -0.06, -0.46, 0.24, -0.84, -0.98, 0.78, -1.14, -0.98, 0.78, -0.91, -1.15, 0.47, 0.27, -0.34, 0.43, -0.07, -0.07, 0.07, 0.41, 0.29, 0.23, 0.30, 0.36, 0.26, 0.36, 0.30, 0.22, 0.42, 0.29, 0.22, 0.35, 0.27, 0.33, 0.36, 0.31, 0.15, -1.01, -0.12, 0.37, 0.09, -0.38, 0.51, -0.40, 0.51, -0.17, -0.62, 0.00, -1.07, -0.27, 0.05, 0.03, 0.47, 0.46, 0.47, 0.33, -0.18, 0.95, -0.61, -0.52, -0.72, 0.36, -0.10, -0.81, 0.45, 0.31, -0.19, -0.93, -0.81, -0.27, 0.84, -1.97, 0.69, -0.56, -0.60, 0.46, 0.38, 0.45, -0.30, 0.56, 0.40, 0.42, 0.42, 0.54, 0.30],
  "homo_lumo_gap_ev": 7.73,
  "total_energy_ev": -181150.5705,
  "largest_force_ev_per_a": 0.1,
  "e_lumo_ev": -1.98,
  "e_homo_ev": -9.71,
  "total_charge": 1,
  "relative_energy_ev": 0.0000
}